1.
{
  "formula": "C19H24BN6O4OsS4",
  "method": "the ωB97M-V functional and the def2-TZVPD basis",
  "charge": 1,
  "energy_ev": -83703.2653,
  "de_lowest_kcal_mol": 0.00,
  "e_lumo_ev": [-2.670, -4.768],
  "homo_lumo_gap_ev": [7.56, 6.26],
  "homo_ev": [-10.2, -11.0],
  "spin_multiplicity": 5,
  "symbols": ["Os", "C", "N", "C", "C", "N", "B", "N", "C", "C", "N", "C", "C", "S", "C", "S", "H", "H", "H", "H", "H", "H", "H", "H", "H", "H", "H", "H", "O", "S", "O", "O", "S", "C", "N", "N", "C", "O", "C", "C", "C", "C", "C", "C", "C", "C", "C", "H", "H", "H", "H", "H", "H", "H", "H", "H", "H", "H", "H"],
  "coordinates": [[0.8075, 0.3150, -0.0424], [3.1777, 3.5968, -1.9305], [3.0485, 3.4704, -0.4784], [4.0942, 3.5686, 0.4059], [3.5687, 3.4178, 1.6414], [2.2117, 3.2277, 1.5150], [1.3234, 3.3225, 2.8259], [-0.1254, 2.7126, 2.6799], [-1.2539, 3.4709, 2.8808], [-2.3205, 2.6413, 2.9423], [-1.8280, 1.3642, 2.7789], [-2.6096, 0.1375, 2.8796], [-0.4965, 1.4390, 2.5940], [0.5405, 0.0620, 2.3112], [1.9120, 3.2336, 0.2098], [0.3916, 2.8241, -0.5235], [4.0515, 3.0410, -2.2534], [3.2659, 4.6469, -2.2013], [2.2898, 3.1754, -2.3916], [5.1065, 3.7304, 0.0795], [4.0421, 3.4446, 2.6069], [1.1463, 4.4889, 3.0859], [1.9185, 2.7229, 3.6900], [-1.1938, 4.5396, 2.9781], [-3.3645, 2.8358, 3.1137], [-3.6616, 0.4031, 2.8250], [-2.4106, -0.3659, 3.8235], [-2.3590, -0.5276, 2.0598], [4.4254, 0.5738, -1.5665], [3.4212, -0.2840, -1.0381], [3.7351, -1.6404, -0.7280], [2.7575, 0.3883, 0.2310], [1.6585, -0.1994, -2.1545], [-2.6952, -4.1315, -1.9192], [-2.6863, -2.6950, -1.6557], [-1.6077, -2.0469, -1.1058], [-1.9556, -0.7620, -0.8941], [-1.1173, 0.1050, -0.4382], [-3.2873, -0.5927, -1.2795], [-3.7046, -1.8248, -1.7485], [-5.0278, -2.2522, -2.2830], [-0.3057, -2.6378, -0.9776], [0.2048, -2.8567, 0.2919], [1.4971, -3.3443, 0.4197], [2.2441, -3.6325, -0.7145], [1.7037, -3.4414, -1.9803], [0.4233, -2.9296, -2.1193], [-1.8023, -4.5740, -1.4885], [-2.7074, -4.3199, -2.9907], [-3.5705, -4.5753, -1.4517], [-3.8432, 0.3287, -1.2533], [-5.6788, -1.3881, -2.3821], [-5.5080, -2.9685, -1.6140], [-4.9268, -2.7228, -3.2614], [-0.3964, -2.6363, 1.1637], [1.9225, -3.4907, 1.4043], [3.2572, -3.9972, -0.6113], [2.2907, -3.6627, -2.8615], [0.0067, -2.7281, -3.0996]],
  "forces_ev_per_angstrom": [[-0.1, 0.7, 0.1], [-0.1, -0.1, 0.2], [0.1, -0.1, -0.4], [-0.1, 0.1, -0.1], [-0.1, 0.0, 0.1], [-0.2, 0.0, 0.2], [0.0, -0.1, 0.0], [0.2, 0.2, 0.0], [0.1, 0.0, 0.0], [0.0, -0.2, 0.1], [-0.2, -0.1, -0.1], [0.0, 0.2, -0.1], [0.0, -0.1, 0.2], [0.1, 0.2, 0.0], [0.2, 0.1, 0.1], [0.1, -0.3, 0.3], [0.0, 0.0, 0.0], [0.0, 0.0, 0.0], [0.0, 0.0, 0.0], [0.0, 0.0, 0.0], [0.0, 0.0, 0.0], [0.1, -0.1, -0.1], [-0.1, 0.1, -0.1], [0.0, 0.0, 0.0], [0.0, 0.0, 0.0], [0.0, 0.0, 0.0], [0.0, 0.0, 0.0], [0.0, 0.0, -0.1], [0.0, 0.1, -0.1], [-0.3, 0.3, 0.4], [0.6, 0.4, -0.1], [0.2, -0.3, -0.2], [0.4, 0.3, -0.1], [0.0, 0.2, 0.1], [0.0, -0.1, 0.1], [0.0, -0.4, -0.1], [0.4, 0.1, 0.0], [-0.3, 0.3, 0.0], [0.0, 0.0, 0.0], [-0.1, -0.1, -0.1], [0.0, 0.1, 0.0], [-0.3, -0.1, -0.2], [0.1, 0.0, 0.1], [0.0, -0.1, 0.0], [-0.2, -0.4, 0.0], [-0.2, -0.3, 0.0], [0.0, -0.3, 0.0], [0.0, 0.0, 0.0], [0.0, 0.0, 0.0], [0.0, 0.0, 0.0], [0.0, -0.1, 0.0], [0.0, 0.0, 0.0], [0.0, 0.0, 0.0], [0.0, 0.0, 0.0], [0.0, 0.0, 0.0], [0.0, 0.0, 0.0], [-0.1, 0.0, 0.0], [0.0, 0.0, 0.0], [0.0, 0.0, 0.0]]
}



2.
{
  "formula": "C2H9N",
  "method": "the ωB97M-V functional and the def2-TZVPD basis",
  "charge": 0,
  "energy_ev": -3709.1294,
  "de_lowest_kcal_mol": 21.37,
  "e_lumo_ev": 0.912,
  "homo_lumo_gap_ev": 11.35,
  "homo_ev": -10.4,
  "smiles": "CC.N",
  "symbols": ["C", "C", "H", "H", "H", "H", "H", "H", "N", "H", "H", "H"],
  "coordinates": [[-1.9645, -0.4276, 0.0787], [-1.5532, 0.4183, 1.4306], [-1.1544, -0.4975, -0.6136], [-2.8384, -0.1584, -0.4205], [-1.7939, -1.5132, 0.2982], [-2.2249, 1.2247, 1.6210], [-1.5937, -0.2955, 2.2682], [-0.4860, 0.9192, 1.4297], [3.3285, 0.2198, -1.8209], [3.9381, -0.5950, -1.8879], [3.8751, 0.7892, -1.1174], [2.4675, -0.0838, -1.2661]],
  "forces_ev_per_angstrom": [[3.4, -0.9, 2.8], [1.6, -0.9, -1.4], [0.7, 1.4, -1.0], [-1.5, 0.2, -0.4], [-1.6, 0.6, 0.4], [-0.7, 0.4, 0.1], [0.1, 0.5, -0.2], [-2.0, -1.3, -0.3], [-0.2, 0.3, 2.3], [-0.4, -0.2, -0.2], [-0.9, -0.5, -1.0], [1.6, 0.4, -1.1]]
}



3.
{
  "formula": "C28H49BeBrNP3",
  "method": "the ωB97M-V functional and the def2-TZVPD basis",
  "charge": 2,
  "energy_ev": -129612.3214,
  "de_lowest_kcal_mol": 123.69,
  "e_lumo_ev": [-8.694, -8.694],
  "homo_lumo_gap_ev": [3.65, 3.66],
  "homo_ev": [-12.3, -12.3],
  "symbols": ["N", "C", "C", "C", "C", "C", "C", "Be", "P", "C", "C", "C", "C", "C", "C", "C", "Br", "H", "H", "H", "H", "H", "H", "H", "H", "H", "H", "P", "C", "C", "H", "H", "H", "H", "H", "C", "C", "H", "H", "H", "H", "H", "C", "C", "H", "H", "H", "H", "H", "C", "C", "H", "H", "H", "H", "H", "C", "C", "H", "H", "H", "H", "H", "C", "C", "H", "H", "H", "H", "H", "C", "P", "C", "C", "H", "H", "H", "H", "H", "H", "H", "H", "H"],
  "coordinates": [[-5.5934, 2.9678, -3.8951], [-5.5807, 3.1891, -2.5880], [-4.5558, 2.6865, -1.7847], [-3.5788, 1.8677, -2.3744], [-3.6169, 1.6156, -3.7624], [-4.6735, 2.2084, -4.4865], [-2.4707, 1.4894, -1.4928], [-1.3851, 0.2012, -1.4858], [3.6303, -0.8978, -0.0072], [-1.0981, 1.7195, -1.8854], [-0.0415, 1.8527, -0.8489], [1.2759, 1.8496, -1.3412], [2.2749, 2.6295, -0.7522], [2.0753, 3.2618, 0.4968], [0.7417, 3.2604, 0.9878], [-0.2510, 2.4659, 0.4101], [3.4686, 4.0245, 1.4303], [-2.7412, 1.4786, -0.4244], [-0.8045, 1.7983, -2.9430], [-4.4373, 3.0553, -0.7783], [-2.8320, 1.0867, -4.3177], [-6.3528, 3.8291, -2.1581], [-4.7406, 2.1091, -5.5819], [1.4458, 1.2824, -2.2677], [-1.2324, 2.3541, 0.8733], [3.2599, 2.6521, -1.2334], [0.4673, 3.9252, 1.8057], [-1.5723, -1.6768, -0.4635], [4.6687, 0.5982, 0.1918], [6.1459, 0.6199, -0.1907], [4.5730, 0.9397, 1.2334], [4.1507, 1.3331, -0.4309], [6.5431, 1.6424, -0.0664], [6.7433, -0.0298, 0.4578], [6.3030, 0.3346, -1.2384], [3.1564, -0.7924, -1.7536], [4.2056, -1.5345, -2.6141], [3.0856, 0.2665, -2.0245], [2.1723, -1.2630, -1.8938], [3.8597, -1.6472, -3.6513], [5.1650, -0.9973, -2.6334], [4.3845, -2.5403, -2.2061], [2.5622, -0.5384, 1.4477], [3.3247, -1.1613, 2.6335], [1.5573, -0.9575, 1.3177], [2.4707, 0.5539, 1.5496], [2.6592, -1.6645, 3.3376], [4.0405, -1.9144, 2.2745], [3.8996, -0.4114, 3.1890], [-0.9472, -2.4322, 1.0792], [-1.4509, -3.8624, 1.2509], [-1.2220, -1.7918, 1.9506], [0.1572, -2.4283, 1.0368], [-2.4418, -3.9009, 1.7191], [-1.5123, -4.3820, 0.2881], [-0.7503, -4.4151, 1.8831], [-0.1608, -1.8542, -1.6239], [-0.4966, -2.1792, -3.0740], [0.5020, -2.5915, -1.1563], [0.3741, -0.8688, -1.5748], [-1.3243, -2.9000, -3.1330], [-0.7620, -1.2850, -3.6641], [0.4019, -2.6212, -3.5250], [-3.1320, -2.5054, -0.8859], [-4.1727, -2.0951, 0.1788], [-2.9645, -3.5937, -0.9296], [-3.4189, -2.1642, -1.8917], [-5.0409, -1.6115, -0.2877], [-4.5130, -2.9733, 0.7374], [-3.7823, -1.3777, 0.9151], [-2.2660, 0.7281, 3.4697], [-0.5648, 0.0391, 3.2398], [0.4530, 1.4192, 3.8888], [-0.4927, -1.1100, 4.6685], [-2.2462, 1.8150, 3.2855], [-2.6287, 0.5159, 4.4913], [-2.9479, 0.2592, 2.7378], [0.3492, 1.4905, 4.9814], [1.5004, 1.2208, 3.6324], [0.1539, 2.3631, 3.4177], [-0.6922, -0.5634, 5.6009], [-1.2274, -1.9165, 4.5319], [0.5143, -1.5497, 4.7004]],
  "forces_ev_per_angstrom": [[-0.7, -0.1, -0.4], [0.8, -0.1, 0.0], [0.0, -0.2, -0.6], [-0.4, 0.1, -0.7], [-0.6, 0.6, 0.0], [0.7, -0.1, 0.5], [0.6, 3.1, -1.4], [1.1, -5.3, 2.9], [2.2, -1.8, 1.0], [-1.3, 2.4, 1.0], [0.2, -0.4, -0.6], [0.5, 0.9, -0.4], [0.3, -1.0, -0.2], [-1.5, -0.5, -1.2], [-0.3, -0.4, 0.1], [-0.1, 0.6, 0.2], [-0.1, 0.2, -0.1], [0.4, -0.2, -0.3], [-0.3, 0.1, 0.4], [-0.2, -0.3, 0.3], [-0.4, 0.0, 0.4], [0.1, -0.2, -0.3], [0.0, 0.0, 0.7], [0.2, 0.7, 0.3], [0.3, 0.6, 0.0], [-0.6, 0.2, 0.3], [0.2, -0.5, 0.1], [-0.1, 0.9, -0.2], [0.2, 0.7, -0.1], [0.2, 0.0, 0.0], [0.0, -0.2, -0.3], [0.3, 0.1, 0.3], [-0.2, -0.4, -0.1], [-0.1, 0.0, -0.2], [0.1, 0.0, 0.3], [-0.8, 0.5, -0.6], [0.0, 0.0, 0.1], [0.1, -0.3, -0.5], [0.5, 0.2, -0.1], [0.1, 0.1, 0.3], [-0.3, -0.2, 0.0], [0.0, 0.3, -0.1], [-0.7, 0.4, -0.6], [0.1, 0.0, 0.1], [0.2, 0.1, 0.2], [-0.3, -0.3, 0.2], [0.0, 0.1, 0.0], [-0.2, 0.2, 0.1], [-0.2, -0.1, -0.1], [0.0, 0.5, 1.0], [-0.2, -0.3, -0.2], [0.3, -0.6, -0.9], [-0.5, 0.2, -0.1], [0.2, 0.0, -0.1], [0.1, -0.2, 0.3], [-0.2, 0.1, -0.1], [-0.1, 0.0, -0.1], [0.1, -0.3, -0.3], [0.2, 0.2, -0.3], [0.0, -0.7, 0.1], [0.3, 0.2, -0.2], [0.0, -0.3, 0.1], [-0.4, 0.1, -0.2], [0.3, -0.2, -0.5], [-0.3, 0.0, 0.1], [-0.2, 0.5, 0.0], [0.0, -0.2, 0.3], [0.2, -0.3, 0.1], [0.0, 0.2, -0.1], [0.0, -0.2, -0.1], [-0.1, -0.1, 0.0], [-0.1, 0.6, 0.1], [0.1, 0.0, 0.2], [0.2, -0.1, -0.1], [-0.1, -0.4, 0.1], [0.0, 0.3, -0.5], [0.1, 0.2, 0.4], [0.1, 0.2, -0.3], [-0.1, 0.1, 0.2], [0.1, -0.2, 0.2], [0.0, -0.3, -0.2], [0.2, 0.2, 0.2], [-0.3, 0.0, 0.1]]
}



4.
{
  "formula": "H14O6S",
  "method": "the ωB97M-V functional and the def2-TZVPD basis",
  "charge": 0,
  "energy_ev": -23347.1299,
  "de_lowest_kcal_mol": 30.01,
  "e_lumo_ev": 0.258,
  "homo_lumo_gap_ev": 9.95,
  "homo_ev": -9.7,
  "smiles": "O.O.O.O.O.O.S",
  "symbols": ["O", "H", "H", "O", "H", "H", "O", "H", "H", "O", "H", "H", "O", "H", "H", "O", "H", "H", "S", "H", "H"],
  "coordinates": [[-1.4063, -1.4111, -0.1416], [-0.9993, -0.8289, 0.5418], [-1.6866, -2.1921, 0.2559], [0.6420, 2.5558, 0.3104], [-0.1343, 2.1866, -0.1457], [1.2556, 1.8664, -0.1027], [-0.0011, -0.0686, -2.3066], [-0.1504, -0.5859, -3.0359], [-0.7605, -0.2912, -1.6400], [2.1129, 0.7041, -0.9341], [2.6356, 1.2136, -1.5777], [1.3792, 0.2069, -1.3521], [0.1097, -0.1439, 2.2461], [0.5703, -0.3057, 3.1103], [0.6663, 0.5923, 1.8122], [2.4090, -1.8784, 0.8750], [2.9056, -1.4365, 1.6495], [2.2428, -1.1264, 0.3287], [-4.0374, 0.8976, -0.2192], [-4.4776, -0.3640, -0.5540], [-3.2753, 0.4093, 0.8797]],
  "forces_ev_per_angstrom": [[1.1, 3.0, -0.8], [-0.3, -1.0, -0.1], [-0.5, -2.0, 1.2], [0.1, -1.9, -0.9], [-0.4, 0.8, 0.4], [0.1, 1.2, 0.7], [-1.5, 1.6, 4.5], [-0.6, -2.1, -2.7], [1.8, 0.1, -1.8], [0.7, -0.1, 0.6], [-0.6, -0.6, 0.1], [0.3, 0.4, -0.9], [1.8, 1.5, 0.1], [-0.7, 0.1, -1.3], [-1.3, -1.4, 1.0], [1.5, 0.4, 2.6], [-1.1, -1.3, -1.8], [-0.2, 0.9, -0.9], [0.6, -1.3, 1.2], [0.4, 0.8, 0.3], [-1.0, 0.6, -1.4]]
}